No. 1
{"formula": "C24H32ClIrO5", "method": "ωB97M-V/def2-TZVPD", "e_above_lowest_kj_mol": 0.0, "multiplicity": 6, "total_charge": -1, "symbols": ["C", "C", "C", "C", "H", "H", "C", "H", "H", "C", "H", "H", "C", "C", "C", "O", "O", "O", "O", "C", "H", "H", "H", "C", "H", "H", "H", "O", "H", "H", "C", "C", "H", "H", "H", "H", "H", "H", "Ir", "C", "C", "C", "H", "C", "C", "H", "H", "H", "H", "C", "C", "C", "H", "C", "C", "H", "H", "H", "H", "Cl", "C", "H", "H"], "xyz": [[-1.9080, 2.2245, -1.5721], [-0.8441, 2.5959, -0.4857], [-1.4144, 0.9762, -2.3369], [0.1039, 0.9687, -2.1466], [-1.7575, 1.0628, -3.3729], [-1.8618, 0.0803, -1.8754], [0.2820, 1.6018, -0.7416], [-1.2962, 2.4932, 0.5084], [-0.4876, 3.6267, -0.5980], [0.1058, 0.3621, 0.1311], [1.3042, 1.9887, -0.6078], [0.5751, 1.5551, -2.9552], [0.7151, -0.4444, -1.9930], [-3.2932, 1.9392, -1.0473], [-2.2859, 3.3438, -2.5449], [-2.1636, 3.1854, -3.7486], [-3.6308, 1.7573, 0.1118], [-4.1756, 1.9541, -2.0666], [-2.7647, 4.5103, -2.0730], [-2.9909, 4.8949, -0.6938], [-2.1691, 4.6368, -0.0127], [-3.9392, 4.4825, -0.3268], [-3.0753, 5.9805, -0.7785], [-5.5146, 1.6837, -1.6589], [-5.5892, 0.6943, -1.1913], [-6.1010, 1.7285, -2.5734], [-5.8531, 2.4420, -0.9423], [0.6360, -0.7544, -0.5981], [-0.9578, 0.1299, 0.3406], [0.6001, 0.4438, 1.1212], [2.1911, -0.4223, -2.4229], [-0.0375, -1.5732, -2.6937], [-0.4247, -1.2733, -3.6765], [-0.8649, -1.9513, -2.0714], [0.6607, -2.4087, -2.8567], [2.6684, -1.3823, -2.1806], [2.7528, 0.3821, -1.9246], [2.2770, -0.2561, -3.5111], [2.3260, -2.3189, 2.4070], [4.3573, -1.6609, 2.8806], [3.9565, -0.8243, 1.7833], [2.8160, -0.0790, 2.1645], [4.4040, -0.7950, 0.7923], [2.4751, -0.4444, 3.5107], [3.4795, -1.3769, 3.9786], [3.5546, -1.7871, 4.9815], [5.1769, -2.3650, 2.8764], [2.3090, 0.6611, 1.5508], [1.6208, -0.0657, 4.0639], [0.6328, -3.7535, 1.7853], [1.0366, -3.6512, 3.1783], [0.4007, -2.4281, 3.6779], [1.4716, -4.4350, 3.7791], [-0.4262, -1.8979, 2.6348], [-0.2924, -2.7094, 1.5020], [-0.8149, -2.6135, 0.5638], [0.8974, -4.5499, 1.1013], [0.4737, -2.0459, 4.6907], [-1.0792, -1.0337, 2.7406], [3.5005, -4.6230, 0.7564], [2.7856, -3.0092, 0.6123], [3.5383, -2.3862, 0.1253], [1.9281, -3.0666, -0.0720]]}


No. 2
{"formula": "C4H6BrOP", "method": "ωB97M-V/def2-TZVPD", "e_above_lowest_kj_mol": 211.8, "multiplicity": 1, "symbols": ["C", "C", "C", "C", "O", "P", "Br", "H", "H", "H", "H", "H", "H"], "xyz": [[0.3316, 0.1579, 1.0217], [1.5669, 0.6046, 1.0556], [-0.6226, -0.1648, -0.1438], [-0.1343, -0.1860, -1.5141], [3.3891, 2.2844, -0.1132], [2.7192, 1.0049, -0.3393], [4.1903, -0.6675, 0.0110], [-0.1812, -0.0170, 1.9586], [2.0489, 0.8135, 2.0035], [-0.9965, -1.1623, 0.1111], [-1.4393, 0.5557, -0.0364], [0.3848, -1.0490, -1.8853], [-0.2673, 0.6564, -2.1686]]}


No. 3
{"formula": "C10H22F2N2O", "method": "ωB97M-V/def2-TZVPD", "multiplicity": 1, "symbols": ["C", "C", "C", "C", "C", "C", "C", "C", "C", "C", "N", "N", "O", "F", "F", "H", "H", "H", "H", "H", "H", "H", "H", "H", "H", "H", "H", "H", "H", "H", "H", "H", "H", "H", "H", "H", "H"], "xyz": [[-4.3729, -1.2321, -0.0636], [2.4248, 0.0810, -1.7504], [3.3368, -1.1302, 1.7529], [2.6773, -2.4223, -0.1449], [-3.4992, 1.7781, -0.6985], [1.9169, 2.3440, 0.4899], [-3.2123, -0.4394, 0.4359], [-1.3528, 1.0112, -0.2037], [2.5672, 0.0028, -0.2695], [-0.2708, 0.0105, -0.0100], [2.9351, -1.1069, 0.3613], [-2.7033, 0.5936, -0.4485], [2.8775, 1.1998, 0.4282], [-0.3553, -0.5614, 1.2973], [-0.2855, -1.1192, -0.7483], [-3.9705, -1.7076, -0.8700], [-4.7565, -1.9681, 0.6971], [-5.1858, -0.5887, -0.3764], [2.1169, 1.1475, -2.0213], [1.6170, -0.3991, -2.0468], [3.3621, -0.1536, -2.2535], [3.4070, -2.1933, 2.1710], [4.4155, -0.7686, 1.7082], [2.6283, -0.4722, 2.3634], [3.5294, -2.9657, 0.0957], [1.8066, -2.7549, 0.4731], [2.2799, -2.3413, -1.1351], [-3.4236, 2.0888, -1.7823], [-4.4843, 1.4565, -0.3518], [-3.2549, 2.6745, -0.0598], [0.9066, 2.0328, 0.6215], [1.8949, 2.7990, -0.5117], [2.4111, 2.9773, 1.1656], [-3.2208, 0.0214, 1.4096], [-2.3447, -0.9902, 0.6051], [-1.0713, 1.4955, -1.0968], [-1.3465, 1.6004, 0.7670]]}


No. 4
{"formula": "C41H34Cl4N7O5Y", "method": "ωB97M-V/def2-TZVPD", "e_above_lowest_kj_mol": 370.9, "multiplicity": 1, "symbols": ["Y", "O", "C", "C", "C", "C", "C", "C", "C", "O", "N", "N", "C", "C", "C", "C", "C", "C", "C", "O", "H", "H", "H", "H", "H", "H", "H", "H", "H", "H", "C", "C", "C", "C", "N", "C", "C", "C", "C", "C", "C", "N", "C", "C", "C", "C", "C", "N", "H", "H", "H", "H", "H", "H", "H", "H", "H", "H", "H", "Cl", "C", "C", "Cl", "C", "Cl", "C", "O", "C", "O", "C", "Cl", "C", "C", "N", "C", "C", "N", "C", "C", "H", "H", "H", "H", "H", "H", "H", "H", "H", "H", "H", "H", "H"], "xyz": [[0.2006, -0.7909, 1.9131], [2.2771, -2.3250, -2.7857], [3.2200, -2.7835, -2.0304], [4.4743, -3.1521, -2.5673], [5.3301, -3.9194, -1.8341], [5.0934, -4.1632, -0.4936], [3.9940, -3.5788, 0.1611], [2.9837, -3.0461, -0.6153], [1.7830, -2.5462, -0.0065], [1.7251, -2.3658, 1.2606], [0.7923, -2.2178, -0.8409], [-0.4105, -1.8500, -0.2232], [-1.4822, -1.9332, -0.9707], [-2.6778, -1.2966, -0.6133], [-3.6938, -0.9884, -1.5851], [-4.8649, -0.3004, -1.2258], [-5.0498, -0.0177, 0.1498], [-4.0815, -0.2671, 1.0390], [-2.8372, -0.9038, 0.7505], [-2.0027, -1.2666, 1.6411], [1.4196, -2.2559, -2.1096], [4.6620, -3.0268, -3.6189], [6.2633, -4.2386, -2.2939], [5.7947, -4.8061, 0.0536], [3.9001, -3.4616, 1.2574], [-1.4489, -2.4426, -1.9138], [-3.4791, -1.2168, -2.6294], [-5.6069, -0.0381, -1.9751], [-5.9577, 0.4552, 0.4345], [-4.1946, -0.0507, 2.1581], [-0.8751, 3.8197, 0.7905], [-0.8906, 4.4165, 2.0841], [-1.0958, 3.6786, 3.1912], [-1.1147, 2.2528, 3.1188], [-0.9106, 1.6264, 1.8831], [-0.9684, 2.4519, 0.7990], [-1.0648, 1.3325, 4.2906], [-1.4121, 1.9522, 5.5443], [-1.1962, 1.2389, 6.7185], [-0.6928, -0.0588, 6.5421], [-0.4834, -0.6306, 5.2732], [-0.7032, 0.0688, 4.1460], [-0.1740, -2.0473, 5.1277], [-0.3065, -2.9113, 6.2793], [-0.1515, -4.2512, 6.0865], [0.1304, -4.7642, 4.8228], [0.3271, -3.8492, 3.8180], [0.2174, -2.5029, 3.9093], [-0.8659, 4.4833, -0.0739], [-0.7385, 5.4794, 2.1801], [-1.2443, 4.2022, 4.1488], [-1.0378, 1.8883, -0.1392], [-1.6329, 2.9892, 5.5000], [-1.4517, 1.6469, 7.7581], [-0.3118, -0.6341, 7.3966], [-0.5949, -2.4188, 7.1933], [-0.2493, -4.9880, 6.8789], [0.2680, -5.8327, 4.5914], [0.5942, -4.2369, 2.7828], [5.4785, 2.9308, -1.0547], [4.3748, 2.2378, 0.0476], [4.7812, 2.1997, 1.4863], [6.3028, 2.8983, 1.9655], [4.0624, 1.5158, 2.3786], [4.5664, 1.1660, 3.9735], [2.8177, 0.8479, 2.0165], [2.0946, 0.0509, 2.8220], [2.3567, 0.9538, 0.6215], [1.2330, 0.4522, 0.3551], [3.2069, 1.5938, -0.3656], [2.6866, 1.7173, -1.9722], [-1.7713, 3.0281, -4.5848], [-1.9709, 1.6198, -3.9313], [-1.7325, 0.5568, -4.8931], [-0.3039, 0.6818, -5.3391], [-0.0642, 2.0533, -5.9975], [-1.3218, 2.8628, -6.0392], [-2.3577, 2.0785, -6.7738], [-2.6090, 0.7655, -6.0663], [-0.9758, 3.6545, -4.1332], [-2.6920, 3.5680, -4.5441], [-2.9719, 1.5732, -3.4816], [-1.2838, 1.4144, -3.1122], [-0.1078, -0.2269, -5.9977], [0.3445, 0.5015, -4.4699], [0.2258, 1.9341, -7.0481], [0.7012, 2.6861, -5.5187], [-1.1882, 3.7265, -6.4867], [-1.9170, 1.8545, -7.7731], [-3.2060, 2.7656, -6.9132], [-2.6145, -0.1396, -6.6992], [-3.6403, 0.8699, -5.5992]]}


no.,E_tot (Ha)
1,-1874.134100
2,-3146.540856
3,-778.478598
4,-4221.439648